8
Properties=species:S:1:pos:R:3:forces:R:3:nbo_charge:R:1 method="wB97M-V/def2-TZVPD" total_energy_ha=-2723.56098 gap_ev="7.82 / 8.22" e_lumo_ev="-6.4 / -6.0" largest_force_ev_per_a=5.90 relative_energy_kcal_mol=139.4 charge=+1
H -0.424 -0.551 -2.270 0.24 -0.45 -1.02 0.440
C 0.467 -0.273 -0.488 -0.34 0.14 2.35 0.323
Br 1.089 0.374 2.846 2.02 0.78 1.52 0.533
N -0.484 -0.287 -1.311 -2.46 0.99 1.46 -0.674
H -0.488 1.096 1.116 1.22 -0.57 1.96 0.384
N -0.159 0.262 1.708 -2.95 -0.35 -5.09 -0.680
H 1.487 -0.632 -0.603 -0.05 0.10 -0.49 0.221
H -1.489 0.012 -0.998 2.32 -0.63 -0.68 0.452